Entry from the OMol25 dataset: 2 unconnected molecules or ions with the total composition C2H3NOS (ωB97M-V/def2-TZVPD).

Values from the calculation:
- energy above the lowest of the compared OMol25 structures with the same formula, charge and spin (kJ/mol) = 191.6
- orbital gap (alpha / beta) (eV) = 7.77 / 7.82
- SMILES = CC#N.O=S
- LUMO level (alpha / beta) (eV) = -1.535 / -1.510
- highest occupied orbital energy (alpha / beta) (Eh) = -0.34195 / -0.34276

Bonds (Å) are listed after each position.
CARTESIAN COORDINATES (ANGSTROEM)
1 C 0.684 0.883 0.391  C2 1.433, H6 1.090, H7 1.092, H8 1.091
2 C -0.343 0.105 1.019  C1 1.433, N3 1.143
3 N -1.189 -0.494 1.499  C2 1.143
4 O -0.333 -1.523 -1.856  S5 1.476
5 S -1.634 -2.212 -1.746  O4 1.476
6 H 0.856 0.491 -0.611  C1 1.090
7 H 0.352 1.922 0.334  C1 1.092
8 H 1.607 0.828 0.971  C1 1.091

***

Entry from the OMol25 dataset: 4 unconnected molecules or ions with the total composition C3H13O5 in a non-equilibrium geometry (ωB97M-V/def2-TZVPD).

Values from the calculation:
- energy above the lowest of the compared OMol25 structures with the same formula, charge and spin (kJ/mol) = 94.2
- orbital gap (eV) = 7.67
- LUMO level (eV) = 3.170
- charge = -1
- highest occupied orbital energy (Eh) = -0.16530

Bonds (Å) are listed after each position.
CARTESIAN COORDINATES (ANGSTROEM)
1 C -1.002 0.933 0.185  C2 1.670, C4 1.505, H6 1.115, H7 1.084
2 C 0.497 1.631 0.423  C1 1.670, O3 1.373, H8 1.100, H9 1.125
3 O 1.404 0.672 0.799  C2 1.373, H10 1.046
4 C -0.941 -0.339 -0.617  C1 1.505, O5 1.425, H11 1.130, H12 1.088
5 O 0.387 -0.618 -1.050  C4 1.425
6 H -1.657 1.618 -0.403  C1 1.115
7 H -1.421 0.744 1.167  C1 1.084
8 H 0.771 2.007 -0.575  C2 1.100
9 H 0.419 2.412 1.230  C2 1.125
10 H 1.112 -0.130 0.195  O3 1.046
11 H -1.435 -1.273 -0.217  C4 1.130
12 H -1.557 -0.221 -1.506  C4 1.088
13 H 1.514 0.376 -3.505  O15 0.957
14 H 1.786 0.667 -2.005  O15 0.969
15 O 2.115 0.817 -2.904  H13 0.957, H14 0.969
16 H -0.118 -1.520 5.530  O18 0.969
17 H -0.562 -0.284 5.025  O18 0.971
18 O -0.669 -0.789 5.848  H16 0.969, H17 0.971
19 H 0.125 -2.824 -2.961  O21 0.962
20 H -0.151 -1.550 -2.063  O21 1.051
21 O -0.615 -2.329 -2.597  H19 0.962, H20 1.051

***

Entry from the OMol25 dataset: 13 unconnected molecules or ions with the total composition C13H52N14O13 in a non-equilibrium geometry (ωB97M-V/def2-TZVPD).

Values from the calculation:
- energy above the lowest of the compared OMol25 structures with the same formula, charge and spin (kJ/mol) = 41.6
- orbital gap (eV) = 9.91
- LUMO level (eV) = 0.346
- highest occupied orbital energy (Eh) = -0.35149

Bonds (Å) are listed after each position.
CARTESIAN COORDINATES (ANGSTROEM)
1 C -12.349 -6.377 7.910  C2 1.510, H5 1.118, H6 1.073, H7 1.096
2 C -11.389 -6.941 8.930  C1 1.510, C3 1.527, O4 1.462, H8 1.088
3 C -11.601 -8.446 9.073  C2 1.527, H9 1.064, H10 1.097, H11 1.083
4 O -10.007 -6.544 8.666  C2 1.462, H12 0.948
5 H -12.110 -6.876 6.938  C1 1.118
6 H -12.222 -5.313 7.862  C1 1.073
7 H -13.412 -6.586 8.074  C1 1.096
8 H -11.598 -6.462 9.884  C2 1.088
9 H -10.984 -8.849 9.841  C3 1.064
10 H -11.385 -8.892 8.095  C3 1.097
11 H -12.609 -8.645 9.416  C3 1.083
12 H -9.548 -7.278 8.280  O4 0.948
13 C -12.126 -12.873 6.962  C14 1.539, H17 1.081, H18 1.097, H19 1.081
14 C -10.829 -13.130 7.749  C13 1.539, C15 1.514, O16 1.417, H20 1.048
15 C -10.092 -14.326 7.183  C14 1.514, H21 1.132, H22 1.066, H23 1.105
16 O -10.032 -11.970 7.586  C14 1.417, H24 0.996
17 H -12.910 -13.557 7.257  C13 1.081
18 H -11.884 -13.116 5.920  C13 1.097
19 H -12.448 -11.843 7.029  C13 1.081
20 H -10.934 -13.399 8.756  C14 1.048
21 H -10.845 -15.171 7.205  C15 1.132
22 H -9.248 -14.598 7.774  C15 1.066
23 H -9.707 -14.054 6.184  C15 1.105
24 H -10.230 -11.375 8.360  O16 0.996
25 C -9.519 -14.842 12.158  O26 1.205, N27 1.439, N28 1.392
26 O -8.576 -14.292 12.668  C25 1.205
27 N -10.589 -14.212 11.430  C25 1.439, H29 1.019, H30 0.986
28 N -9.615 -16.226 12.262  C25 1.392, H31 1.008, H32 1.013
29 H -11.384 -14.738 11.070  N27 1.019
30 H -10.414 -13.282 11.150  N27 0.986
31 H -10.342 -16.750 11.800  N28 1.008
32 H -8.727 -16.672 12.458  N28 1.013
33 C -6.327 -12.923 6.499  O34 1.213, N35 1.316, N36 1.326
34 O -6.341 -11.839 5.956  C33 1.213
35 N -7.236 -13.215 7.404  C33 1.316, H37 0.980, H38 1.067
36 N -5.477 -13.902 6.224  C33 1.326, H39 0.985, H40 1.009
37 H -7.415 -14.080 7.829  N35 0.980
38 H -8.012 -12.509 7.596  N35 1.067
39 H -5.638 -14.874 6.223  N36 0.985
40 H -4.705 -13.651 5.625  N36 1.009
41 C -13.189 -16.482 9.516  O42 1.191, N43 1.445, N44 1.406
42 O -12.461 -16.608 8.581  C41 1.191
43 N -12.815 -16.810 10.872  C41 1.445, H45 1.027, H46 1.005
44 N -14.382 -15.739 9.559  C41 1.406, H47 1.071, H48 1.012
45 H -13.531 -17.069 11.561  N43 1.027
46 H -12.082 -17.497 10.904  N43 1.005
47 H -14.810 -15.695 8.578  N44 1.071
48 H -15.058 -16.235 10.126  N44 1.012
49 C -12.555 -15.167 1.778  O50 1.254, N51 1.355, N52 1.315
50 O -12.598 -15.539 2.975  C49 1.254
51 N -11.765 -14.173 1.304  C49 1.355, H53 0.982, H54 1.000
52 N -13.257 -15.801 0.864  C49 1.315, H55 0.966, H56 0.972
53 H -11.213 -13.631 1.910  N51 0.982
54 H -11.411 -14.335 0.383  N51 1.000
55 H -13.655 -16.647 1.107  N52 0.966
56 H -13.353 -15.434 -0.031  N52 0.972
57 C -8.903 -10.620 11.086  O58 1.243, N59 1.392, N60 1.371
58 O -9.832 -11.095 10.410  C57 1.243
59 N -8.350 -11.207 12.221  C57 1.392, H61 1.041, H62 0.995
60 N -8.342 -9.431 10.698  C57 1.371, H63 0.981, H64 0.977
61 H -7.877 -10.583 12.908  N59 1.041
62 H -8.511 -12.174 12.390  N59 0.995
63 H -7.723 -8.846 11.185  N60 0.981
64 H -8.736 -9.090 9.872  N60 0.977
65 C -9.832 -16.879 5.198  O66 1.269, N67 1.340, N68 1.365
66 O -9.300 -17.484 6.179  C65 1.269
67 N -11.147 -16.617 5.206  C65 1.340, H69 1.040, H70 1.015
68 N -9.096 -16.551 4.097  C65 1.365, H71 1.019, H72 1.022
69 H -11.788 -16.913 5.968  N67 1.040
70 H -11.707 -16.173 4.485  N67 1.015
71 H -9.314 -15.620 3.746  N68 1.019
72 H -8.146 -16.468 4.466  N68 1.022
73 C -9.917 -18.276 9.489  O74 1.232, N75 1.423, N76 1.329
74 O -10.344 -18.562 10.608  C73 1.232
75 N -8.810 -17.391 9.371  C73 1.423, H77 1.008, H78 1.074
76 N -10.309 -18.940 8.406  C73 1.329, H79 0.998, H80 0.989
77 H -8.703 -17.062 8.424  N75 1.008
78 H -8.788 -16.579 10.074  N75 1.074
79 H -11.131 -19.482 8.572  N76 0.998
80 H -10.150 -18.441 7.567  N76 0.989
81 O -6.723 -16.558 6.501  H82 0.971, H83 1.030
82 H -6.117 -17.150 6.976  O81 0.971
83 H -7.575 -17.135 6.458  O81 1.030
84 O -9.449 -11.365 4.964  H85 0.932, H86 0.992
85 H -8.537 -11.301 4.781  O84 0.932
86 H -9.516 -11.519 5.942  O84 0.992
87 O -8.760 -13.761 3.174  H88 0.978, H89 0.955
88 H -8.993 -13.149 3.900  O87 0.978
89 H -7.840 -13.562 3.007  O87 0.955
90 O -8.557 -9.215 7.473  H91 0.996, H92 0.971
91 H -8.852 -9.594 6.601  O90 0.996
92 H -7.601 -9.367 7.555  O90 0.971

***

Question: energy above the lowest of the compared OMol25 structures with the same formula, charge and spin of number 1 (C2H3NOS)?
Answer: 191.6 kJ/mol

***

Question: Which of these has the highest energy above the lowest of the compared OMol25 structures with the same formula, charge and spin?
Answer: C2H3NOS

***

Question: Which of these has the lowest energy above the lowest of the compared OMol25 structures with the same formula, charge and spin?
Answer: C13H52N14O13

***

Question: What is the energy above the lowest of the compared OMol25 structures with the same formula, charge and spin in the first record?
Answer: 191.6 kJ/mol